Entry 1:
# C27H44BrNP2PdS

C27H44BrNP2PdS as an isolated structure in a non-equilibrium geometry (the ωB97M-V functional and the def2-TZVPD basis, OMol25).

Values from the calculation:
Energy relative to the best compared isomer or geometry (same formula, charge and spin) (kcal per mole): 35.1
Frontier orbital gap (spin up / spin down) (eV): 7.199 / 5.739
Spin multiplicity: 5
HOMO (spin up / spin down) (eV): -18.69 / -20.04
LUMO level (spin up / spin down) (eV): -11.5 / -14.3
Charge: +4
⟨S²⟩: 6.067

Positions of all 77 atoms, in Å:
C (-4.67669, -3.07548, 0.47313)
C (-3.86499, -3.08851, -0.68102)
C (-4.29650, -3.82213, -1.78883)
C (-5.48994, -4.55291, -1.68209)
N (-6.23739, -4.54660, -0.57760)
C (-5.85004, -3.82967, 0.47832)
C (-2.62168, -2.35693, -0.69028)
C (-1.89837, -1.73250, 0.21515)
C (-1.47889, -1.47910, 1.53733)
C (-1.79197, -0.23797, 2.15471)
C (-0.89069, 0.30762, 3.01576)
C (0.42968, -0.31875, 3.12997)
C (0.47313, -1.74919, 2.88426)
C (-0.44396, -2.30271, 2.05264)
Pd (-1.09884, -1.57692, -1.54542)
P (0.33895, 2.87595, -0.11384)
H (-3.70968, -3.82605, -2.70284)
H (-4.38093, -2.49208, 1.34137)
H (-5.81310, -5.15352, -2.53256)
H (-6.48703, -3.86265, 1.36521)
H (-0.33883, -3.33073, 1.71430)
H (-2.69617, 0.27025, 1.85743)
H (1.30802, -2.30888, 3.29826)
H (-1.04877, 1.26419, 3.51837)
C (1.66054, 4.17714, -0.26846)
C (1.66712, 5.02428, -1.53609)
H (2.59756, 3.60025, -0.20195)
H (1.62870, 4.80916, 0.63168)
H (2.50487, 5.72890, -1.49826)
H (1.80178, 4.40665, -2.43007)
H (0.74841, 5.61136, -1.64912)
C (-0.61524, 2.92604, -1.69940)
C (-2.12862, 2.74807, -1.57766)
H (-0.21649, 2.08344, -2.27875)
H (-0.35716, 3.83873, -2.24590)
H (-2.51560, 2.42761, -2.54976)
H (-2.42005, 1.97399, -0.85556)
H (-2.64674, 3.67873, -1.31440)
C (-0.79404, 3.66602, 1.11649)
C (-1.15400, 5.12305, 0.83028)
H (-0.30315, 3.57341, 2.09978)
H (-1.70194, 3.04497, 1.16510)
H (-1.91331, 5.45129, 1.54930)
H (-0.29242, 5.78905, 0.94539)
H (-1.57312, 5.26734, -0.17307)
Br (1.73907, 0.72681, 2.14993)
P (0.95801, -1.68758, -1.89977)
C (1.36983, -0.11934, -2.77219)
C (2.79868, 0.04935, -3.27578)
H (1.13422, 0.65860, -2.02305)
H (0.63045, -0.01336, -3.58027)
H (2.82828, 0.89771, -3.97009)
H (3.49349, 0.29356, -2.46721)
H (3.17585, -0.82233, -3.82293)
C (2.15846, -1.66861, -0.51909)
C (3.56940, -2.18326, -0.84940)
H (1.69536, -2.23852, 0.29337)
H (2.20248, -0.62616, -0.16410)
H (4.20936, -2.04758, 0.03323)
H (3.55467, -3.25516, -1.09308)
H (4.05107, -1.64091, -1.68037)
C (1.26290, -3.29242, -2.74140)
C (1.80318, -3.09777, -4.15110)
H (0.29039, -3.81377, -2.75995)
H (1.92525, -3.91880, -2.12711)
H (1.54353, -3.96734, -4.76213)
H (1.35662, -2.21174, -4.61936)
H (2.89473, -2.99137, -4.17273)
C (2.55969, -0.93386, 5.01946)
S (0.92197, -0.15989, 5.14255)
C (1.40255, 1.60333, 5.19421)
H (2.89547, -1.08148, 3.98586)
H (2.42742, -1.90678, 5.51430)
H (3.29426, -0.34338, 5.57383)
H (1.25083, 1.82294, 6.25398)
H (2.45851, 1.73869, 4.93994)
H (0.73155, 2.20620, 4.56917)



Entry 2:
# C27H44LuN3OP3

C27H44LuN3OP3 as an isolated structure in a non-equilibrium geometry (the ωB97M-V functional and the def2-TZVPD basis, OMol25).

Values from the calculation:
Energy relative to the best compared isomer or geometry (same formula, charge and spin) (kcal per mole): 0.0
Frontier orbital gap (eV): 4.775
HOMO (eV): -14.79
LUMO level (eV): -10.0
Charge: +3

Positions of all 79 atoms, in Å:
Lu (-0.61391, 0.44089, 0.06556)
P (2.05827, -1.14800, 1.01085)
P (1.41185, 2.37507, -0.30680)
P (-1.13897, -2.33071, -0.67035)
H (-0.84072, 2.50529, -7.65225)
C (-1.72760, 1.92919, -7.37418)
C (-2.70169, 2.41557, -6.58464)
H (-2.67339, 3.42549, -6.16253)
C (3.34842, -2.26661, 0.40787)
C (2.92766, 0.11848, 1.97932)
C (1.06161, -2.11508, 2.15349)
C (0.72542, 3.48914, -1.58656)
C (1.87356, 3.60243, 0.98811)
C (3.06611, 2.05717, -1.07703)
C (-2.42618, -2.34351, -1.96891)
C (-1.88503, -3.49926, 0.56719)
C (0.12124, -3.38244, -1.51377)
H (-1.86949, 0.97567, -7.90083)
H (-3.64716, 1.86088, -6.51399)
H (3.90410, -2.71406, 1.24519)
H (4.03555, -1.68279, -0.21732)
H (2.91507, -3.06704, -0.19848)
H (3.77376, -0.37091, 2.48689)
H (2.27980, 0.56964, 2.74987)
H (3.31366, 0.91769, 1.33844)
H (1.71130, -2.83789, 2.66664)
H (0.27716, -2.68602, 1.64296)
H (0.58554, -1.47105, 2.90206)
H (1.25918, 4.45233, -1.59640)
H (-0.34001, 3.66938, -1.38436)
H (0.80762, 3.01445, -2.57453)
H (2.76608, 4.17466, 0.69103)
H (2.07761, 3.08305, 1.93457)
H (1.03444, 4.29193, 1.14917)
H (3.73816, 2.91696, -0.95706)
H (2.92851, 1.86470, -2.14828)
H (3.54202, 1.17587, -0.63901)
H (-2.91714, -3.33036, -2.00547)
H (-1.99164, -2.11057, -2.95290)
H (-3.17146, -1.56893, -1.73185)
H (-2.66372, -4.09570, 0.07521)
H (-2.33945, -2.93746, 1.39226)
H (-1.11062, -4.16252, 0.97066)
H (-0.31951, -4.31855, -1.88812)
H (0.93613, -3.62311, -0.82034)
H (0.54431, -2.83778, -2.36901)
C (-0.90117, 0.52741, -3.17448)
C (0.26042, 0.10355, -3.84172)
C (0.08381, -0.55721, -5.04266)
C (-1.20697, -0.66728, -5.59208)
C (-2.31534, -0.02387, -5.00043)
C (-2.14384, 0.66065, -3.80982)
O (-0.84835, 0.66600, -1.86568)
H (1.46677, -0.63142, -0.31558)
H (1.20911, 0.16826, -3.30073)
H (0.95905, -0.98108, -5.55622)
H (-1.33307, -1.15628, -6.56446)
H (-3.27611, 0.00437, -5.52610)
H (-2.92071, 1.20226, -3.25698)
N (0.82439, 0.87924, 10.46103)
C (0.37004, 0.85017, 9.38427)
C (-0.19076, 0.80092, 8.07025)
C (-1.55333, 0.53670, 7.90054)
C (-2.06870, 0.46339, 6.61182)
C (-1.22816, 0.64972, 5.51655)
C (0.11399, 1.03490, 5.67814)
C (0.62242, 1.09345, 6.97314)
N (-1.72573, 0.46174, 4.21074)
C (-3.05369, 0.16428, 3.84400)
C (-3.05209, 0.03733, 2.48581)
N (-1.75834, 0.28925, 2.00744)
C (-0.98232, 0.51593, 3.09014)
H (-2.19254, 0.36601, 8.76139)
H (-3.11898, 0.24984, 6.45663)
H (0.76433, 1.27484, 4.82855)
H (1.67786, 1.32757, 7.10781)
H (-3.82895, 0.08331, 4.57076)
H (-3.85404, -0.19384, 1.81518)
H (0.04902, 0.87801, 3.03860)



Entry 3:
# C27H44N3P3ReS

C27H44N3P3ReS as an isolated structure in a non-equilibrium geometry (the ωB97M-V functional and the def2-TZVPD basis, OMol25).

Values from the calculation:
Frontier orbital gap (spin up / spin down) (eV): 6.635 / 3.905
Spin multiplicity: 4
HOMO (spin up / spin down) (eV): -18.59 / -18.56
LUMO level (spin up / spin down) (eV): -12.0 / -14.7
Charge: +4
⟨S²⟩: 3.872

Positions of all 79 atoms, in Å:
Re (-0.06864, -0.02005, 0.02860)
P (-1.43218, 1.81813, -0.09021)
P (-2.01051, -1.32327, 0.80184)
P (1.49552, 1.14349, -1.39900)
H (-1.18082, -1.72912, -1.82549)
C (-0.25059, -1.17441, -1.69092)
C (0.75939, -1.76481, -0.77460)
H (0.48858, -2.70955, -0.29471)
C (-2.54669, 1.92195, -1.55657)
C (-2.59919, 2.04588, 1.30662)
C (-0.67423, 3.49480, -0.05152)
C (-1.66066, -3.12410, 0.88752)
C (-2.78071, -1.17327, 2.46708)
C (-3.53827, -1.30513, -0.23998)
C (2.90059, 0.20580, -2.13073)
C (2.46647, 2.47512, -0.62120)
C (0.77208, 1.88800, -2.94181)
H (0.13218, -0.77301, -2.63382)
H (1.80533, -1.67881, -1.08241)
H (-3.17316, 2.82026, -1.47464)
H (-3.18963, 1.03665, -1.61021)
H (-1.96492, 1.97169, -2.48332)
H (-3.10652, 3.01099, 1.17768)
H (-2.04334, 2.05725, 2.25253)
H (-3.34487, 1.24604, 1.34400)
H (-1.47151, 4.24047, 0.06118)
H (-0.10691, 3.71681, -0.96018)
H (-0.00331, 3.56466, 0.81232)
H (-2.55672, -3.63342, 1.26493)
H (-0.82990, -3.30577, 1.57982)
H (-1.40852, -3.52981, -0.09623)
H (-3.77549, -1.64030, 2.42206)
H (-2.88032, -0.13647, 2.79706)
H (-2.16732, -1.72231, 3.18938)
H (-4.21027, -2.10241, 0.09744)
H (-3.29590, -1.46933, -1.29342)
H (-4.06791, -0.35324, -0.14286)
H (3.51075, 0.89117, -2.73472)
H (2.56717, -0.61832, -2.76917)
H (3.52470, -0.19722, -1.32618)
H (3.08298, 2.95739, -1.38719)
H (3.11844, 2.01979, 0.13244)
H (1.83090, 3.21756, -0.13866)
H (1.58129, 2.26114, -3.58462)
H (0.10085, 2.72066, -2.70980)
H (0.20190, 1.13457, -3.50038)
C (2.29065, -0.74782, -7.11148)
C (1.58271, -0.44158, -8.28748)
C (1.42908, -1.41757, -9.27621)
C (1.99494, -2.69035, -9.11114)
C (2.73950, -2.97534, -7.95837)
C (2.89994, -2.00685, -6.96696)
S (2.44005, 0.40530, -5.80410)
H (1.56230, 1.34238, -6.27196)
H (1.16186, 0.55746, -8.39016)
H (0.86420, -1.18751, -10.18021)
H (1.85964, -3.45599, -9.88157)
H (3.19794, -3.95451, -7.82447)
H (3.48215, -2.19804, -6.06633)
N (-0.49779, 1.33411, 10.80710)
C (-0.34502, 1.04057, 9.68304)
C (-0.12136, 0.72765, 8.29061)
C (-1.02668, 1.13908, 7.29388)
C (-0.73646, 0.91527, 5.94055)
C (0.39049, 0.14273, 5.61996)
C (1.28208, -0.30493, 6.60513)
C (1.04682, 0.04031, 7.93714)
N (0.66218, -0.25073, 4.28951)
C (1.43851, -1.35654, 3.90165)
C (1.42829, -1.37841, 2.53691)
N (0.63864, -0.31693, 2.07808)
C (0.19416, 0.33749, 3.15275)
H (-1.94362, 1.65016, 7.58690)
H (-1.38016, 1.31196, 5.13718)
H (2.16803, -0.88174, 6.32406)
H (1.76264, -0.23885, 8.70444)
H (1.81184, -2.05240, 4.63010)
H (1.89958, -2.06417, 1.84401)
H (-0.39972, 1.25214, 3.16088)



Number 1: energy -133090.5696 eV. Number 2: energy -96691.9565 eV. Number 3: energy -73973.6579 eV.